[1]
Molecular formula: C23H20N3O6
Method: DFT, the ωB97M-V functional and the def2-TZVPD basis

Values from the calculation:
E = -1504.03362 a.u.
charge = -1

Last column: Mulliken charge in e.
Geometry (Å):
C: 1.7183 5.5938 -3.5445  -0.4709
C: 2.0867 5.9878 -2.2475  -0.4172
C: 2.6107 5.0616 -1.3492  -0.6245
C: 2.7267 3.7193 -1.7157  0.7785
C: 2.9805 2.6018 -0.7231  -0.8969
O: 1.6589 1.9752 -0.7073  -0.1570
C: 1.4647 1.0082 0.2308  0.2948
N: 0.1107 0.4777 0.1885  1.2463
N: -0.0964 -0.1122 1.3074  -1.3497
C: -0.0765 -1.4814 1.1661  0.5189
O: 0.0561 -2.1677 0.1148  -0.7648
O: -0.1899 -2.0942 2.3962  -0.2632
C: -0.6089 -3.4856 2.3782  -0.6021
C: -0.7436 -3.8829 3.8381  0.6197
C: -0.4774 -5.1819 4.3036  -0.5840
C: -0.5085 -5.4552 5.6693  -0.3655
C: -0.8302 -4.4452 6.6033  -0.4610
C: -1.1315 -3.1663 6.1143  -0.4086
C: -1.1106 -2.8970 4.7469  -0.3734
O: 2.3332 0.5769 0.9672  -0.5889
C: 2.4011 3.3221 -3.0155  -0.2994
C: 1.8782 4.2591 -3.9269  -0.4265
H: 1.2894 6.2919 -4.2642  0.3561
H: 1.9568 7.0139 -1.9666  0.3916
H: 2.9130 5.3573 -0.3497  0.3343
H: 3.7156 1.8560 -1.0910  0.3437
H: 3.2821 2.9883 0.2566  0.3810
H: -1.5628 -3.5348 1.8032  0.2672
H: 0.1428 -4.0584 1.8001  0.2935
H: -0.2390 -5.9585 3.5884  0.3651
H: -0.3143 -6.4504 6.0504  0.3486
H: -0.8539 -4.6437 7.6895  0.3236
H: -1.4100 -2.3580 6.8026  0.3294
H: -1.3459 -1.8949 4.4065  0.3857
H: 2.5322 2.2547 -3.2762  0.2821
H: 1.6121 3.8747 -4.9231  0.3531
C: -1.1852 0.6798 -0.6410  -0.3384
N: -2.4066 0.2536 0.2306  1.0791
O: -2.7443 1.0313 1.1455  -0.6065
O: -3.0381 -0.7833 -0.0583  -0.6180
C: -1.4905 0.2204 -2.0540  0.3089
C: -1.8710 -1.1265 -2.3033  -0.2089
C: -1.8155 -1.6321 -3.5833  -0.6322
C: -1.5517 -0.7888 -4.6717  -0.2964
C: -1.3885 0.5846 -4.4485  -0.4932
C: -1.4365 1.0994 -3.1467  -0.4936
H: -1.1990 1.7985 -0.6282  0.4096
H: -2.0660 -1.7689 -1.4604  0.4098
H: -1.8959 -2.7050 -3.7369  0.3401
H: -1.4319 -1.2110 -5.6815  0.3425
H: -1.1479 1.2212 -5.3277  0.3089
H: -1.3018 2.1750 -2.9558  0.3290

[2]
Molecular formula: C13H15NOS
Method: DFT, the ωB97M-V functional and the def2-TZVPD basis

Values from the calculation:
structure (SMILES) = CC(C)CNC(=O)/C=C/C#Cc1cccs1
ΔE to the lowest compared entry with this formula, charge and spin = 0.0 kcal per mole

Last column: Mulliken charge in e.
Geometry (Å):
C: -0.4832 -2.7303 3.7281  -1.5803
C: 0.8647 -2.6169 3.0160  0.5568
C: 2.0244 -2.8245 4.0184  -1.3659
C: 0.9546 -1.2704 2.2972  -0.6175
N: 2.1644 -1.3378 1.4579  0.0247
C: 2.4594 -0.4648 0.4341  0.2983
O: 3.5446 -0.5360 -0.0720  -0.6697
C: 1.5504 0.5334 -0.0803  0.0394
C: 1.9603 1.4681 -1.0169  -0.6073
C: 0.9807 2.3978 -1.5049  0.1848
C: 0.1288 3.1350 -1.9297  -0.0803
C: -0.7414 4.1432 -2.4301  0.3351
C: -0.9704 4.4256 -3.7645  -0.6024
C: -1.7933 5.6295 -3.8978  -0.3404
C: -2.1250 6.1358 -2.6781  -0.4908
S: -1.5735 5.1822 -1.3256  -0.1209
H: -0.6129 -1.9934 4.4893  0.3560
H: -0.5389 -3.7524 4.1743  0.3881
H: -1.3089 -2.6197 3.0252  0.4019
H: 0.9035 -3.4316 2.2540  0.1896
H: 2.0780 -1.9838 4.6999  0.3032
H: 1.8703 -3.7241 4.5976  0.4178
H: 2.9748 -2.9010 3.5087  0.3754
H: 1.0071 -0.4508 3.0347  0.2024
H: 0.0470 -1.0863 1.6836  0.3829
H: 2.9084 -1.9340 1.7249  0.1534
H: 0.4995 0.5388 0.2876  0.2369
H: 2.9767 1.5384 -1.3530  0.4310
H: -0.5118 3.8745 -4.5756  0.4101
H: -2.0851 6.0699 -4.8575  0.3563
H: -2.7485 6.9903 -2.5410  0.4312

[3]
Molecular formula: C3H4BrN
Method: DFT, the ωB97M-V functional and the def2-TZVPD basis

Values from the calculation:
ΔE to the lowest compared entry with this formula, charge and spin = 61.0 kcal per mole

Last column: Mulliken charge in e.
Geometry (Å):
C: 1.6090 -0.6428 -0.2359  0.4880
C: 0.7262 0.4641 -0.5478  -0.9252
C: -1.2050 -0.1650 0.3610  -0.5498
N: 2.0005 -1.6341 0.2269  -0.4518
Br: -1.7581 1.3908 1.2580  -0.0801
H: 0.8409 1.2512 0.1737  0.3731
H: 0.2330 0.5130 -1.5011  0.4086
H: -0.8849 -1.0455 0.9353  0.3994
H: -1.5615 -0.1317 -0.6701  0.3377

[4]
Molecular formula: C6H10N2O
Method: DFT, the ωB97M-V functional and the def2-TZVPD basis

Values from the calculation:
structure (SMILES) = C/C=C/N(C)C=O.C#N
ΔE to the lowest compared entry with this formula, charge and spin = 82.7 kcal per mole

Last column: Mulliken charge in e.
Geometry (Å):
C: 2.2146 -0.6115 -0.6670  -1.1281
C: 1.0301 -0.3387 0.1674  -0.1050
C: 0.1677 0.6755 0.1037  -0.6890
N: -0.9426 0.9252 0.9623  0.0825
C: -1.6691 -0.3129 1.3060  -0.9077
C: -1.3851 2.2104 1.1113  0.2149
O: -1.0046 3.1309 0.4169  -0.5579
H: 2.9711 -1.0303 0.0815  0.2977
H: 2.5487 0.3033 -0.9731  0.3494
H: 1.7875 -1.2167 -1.4625  0.2337
H: 0.6448 -1.0224 0.8666  0.2499
H: 0.3139 1.5701 -0.3621  0.7090
H: -2.1677 -0.8939 0.4228  0.2161
H: -0.8765 -0.9743 1.8547  0.3118
H: -2.3496 0.0899 2.0421  0.4320
H: -2.1736 2.2712 1.8617  0.2843
C: -0.6271 0.4327 -2.5843  -0.0122
N: -1.1443 0.1892 -1.6129  -0.2875
H: -0.0295 0.7062 -3.4104  0.3063

[5]
Molecular formula: C4H7NO2
Method: DFT, the ωB97M-V functional and the def2-TZVPD basis

Values from the calculation:
structure (SMILES) = C/N=C1/COCO1
ΔE to the lowest compared entry with this formula, charge and spin = 58.5 kcal per mole

Last column: Mulliken charge in e.
Geometry (Å):
C: -0.9881 -2.0437 -0.8052  -0.7281
N: 0.2556 -1.5118 -0.2657  -0.5221
C: 0.3168 -0.3028 0.0793  0.6234
C: 1.4588 0.4478 0.7474  -0.2582
O: 1.1463 1.8557 0.5187  -0.3781
C: -0.2110 1.9103 0.2172  -0.1351
O: -0.6885 0.6027 -0.0539  -0.3814
H: -0.8081 -2.4020 -1.8227  0.2641
H: -1.2705 -2.9138 -0.2030  0.2682
H: -1.8296 -1.3408 -0.8250  0.2876
H: 2.4331 0.1793 0.2720  0.2293
H: 1.3175 0.6890 1.7970  0.2703
H: -0.2954 2.5154 -0.6816  0.2039
H: -0.8369 2.3148 1.0253  0.2563